*1*
The following is a quantum chemistry calculation of a 8-piece molecular cluster, C6H28O8 overall, from OMol25.

- E_HOMO: -10.14 eV
- Structure (SMILES): CCO.CCO.CCO.O.O.O.O.O

Last column: Mulliken charge in e.
Cartesian coordinates (Å):
O 0.03532 2.79392 6.61628  -0.636
O -2.65774 6.28371 4.09691  -0.636
O 3.57275 -6.49002 2.14221  -0.516
O 1.88819 4.94591 -4.79187  -0.539
O -2.44199 -0.31301 -0.39547  -0.520
O -6.64316 -0.18871 -4.51090  -0.639
O -2.84277 -5.81734 -2.40999  -0.642
O 2.78762 5.79432 1.57948  -0.634
C 1.84653 3.68655 -5.54284  -0.219
C -2.09544 0.37581 0.83844  -0.267
C -0.54732 0.51298 0.80424  -0.887
C 3.03013 2.73601 -5.25352  -0.924
C 1.88178 -7.20247 3.79801  -0.893
C 2.34018 -6.22473 2.68334  -0.333
H 1.16301 5.47325 -5.13486  0.304
H 2.87977 1.71893 -5.61553  0.316
H 2.37611 5.49756 0.76780  0.321
H -3.53420 -6.47835 -2.44481  0.320
H -0.26864 1.26751 0.06863  0.251
H 2.11664 5.66531 2.24983  0.313
H 1.75310 -8.16531 3.30356  0.250
H -2.16235 -1.23073 -0.36103  0.302
H -2.39361 -0.37521 1.56998  0.222
H 4.21686 -6.13215 2.75756  0.313
H -2.41681 -5.87031 -3.26555  0.321
H 2.41187 -5.23430 3.13280  0.279
H 3.23523 2.74859 -4.18306  0.269
H -0.12697 0.82065 1.76170  0.294
H -6.02980 -0.40576 -3.80884  0.322
H -0.51787 3.53936 6.38276  0.323
H 1.59086 -6.22123 1.89176  0.288
H 0.06823 -0.33777 0.51196  0.301
H -2.73115 1.20290 1.15449  0.306
H -2.47341 6.61434 3.21774  0.317
H 3.89572 3.12689 -5.78836  0.257
H -6.74619 -1.00480 -5.00041  0.318
H 0.87568 -6.88381 4.07062  0.300
H 1.95447 4.01565 -6.57635  0.233
H 0.84304 3.29385 -5.37886  0.303
H -3.34323 6.86176 4.43186  0.320
H 0.70838 2.77214 5.93602  0.312
H 2.50127 -7.17197 4.69435  0.312

*2*
The following is a quantum chemistry calculation of a 8-piece molecular cluster, C6H28O8 overall, from OMol25.

- E_HOMO: -9.78 eV
- Structure (SMILES): CC(C)O.CC(C)O.O.O.O.O.O.O

Last column: Mulliken charge in e.
Cartesian coordinates (Å):
O 2.90976 0.59570 -1.01445  -0.631
O -4.94295 -0.51457 2.45556  -0.562
O 0.05865 0.96055 -0.38912  -0.646
O 1.89908 -0.25571 1.44421  -0.618
O -0.38111 2.46108 2.22427  -0.628
O 1.56888 2.54434 -2.12057  -0.721
O 0.58716 -2.58314 1.47126  -0.710
O -1.07065 -1.54831 -0.39521  -0.687
C -5.56310 0.48538 0.38923  -1.338
C -4.41448 -0.20852 1.18887  0.633
C 3.42118 -0.40221 -1.78197  0.814
C -3.24456 0.71315 1.43451  -1.145
C 4.10986 -1.37892 -0.91088  -1.340
C 4.39455 0.30520 -2.77299  -1.430
H 4.88214 -0.37574 -3.47061  0.416
H 1.80291 0.08390 2.33396  0.246
H 3.92549 1.02215 -3.44683  0.346
H 0.72464 2.58484 -1.67129  0.308
H 3.41439 -1.74033 -0.15338  0.300
H -2.48924 0.25949 2.07622  0.447
H -5.88444 1.44944 0.78349  0.344
H 1.40002 -1.07252 1.44386  0.432
H -0.62741 0.29345 -0.36634  0.297
H 4.57935 -2.20358 -1.44718  0.403
H -6.37853 -0.22759 0.26738  0.350
H 0.07410 -2.22671 0.74604  0.361
H -0.42286 -1.62203 -1.09605  0.325
H 5.21562 0.72975 -2.19532  0.320
H -0.18582 2.27761 1.30534  0.339
H 0.83893 0.51365 -0.06098  0.412
H -5.26728 0.68817 -0.64007  0.365
H 2.74455 0.27391 -0.12520  0.258
H 2.64401 -0.89943 -2.36239  0.086
H 0.24409 -3.46803 1.59581  0.329
H 2.00225 1.77634 -1.74829  0.570
H 4.93050 -0.83509 -0.44300  0.343
H -1.22545 2.91157 2.20486  0.269
H -2.78204 0.89745 0.46487  0.083
H -1.88076 -1.88141 -0.78120  0.244
H -4.20875 -0.96539 2.87901  0.343
H -3.50232 1.61517 1.98950  0.368
H -3.90036 -1.03309 0.69505  0.106

*3*
The following is a quantum chemistry calculation of a 8-piece molecular cluster, C6H28O8 overall, from OMol25.

- E_HOMO: -9.43 eV

Last column: Mulliken charge in e.
Cartesian coordinates (Å):
O 0.68040 1.82393 -3.49669  -0.410
O -1.99760 -1.23107 -1.07469  -0.578
O -0.58660 0.87893 3.31731  -0.441
O 1.12040 -3.00307 -0.17069  -0.477
O 0.14440 -0.45607 0.30831  -0.925
O 2.80440 -0.82807 1.01231  -0.540
O -0.83560 2.09593 0.80731  -0.624
O -0.31060 -1.89107 2.44731  -0.354
C -2.94560 -0.25607 -1.13269  -0.782
C 3.47640 0.35693 0.85131  -0.665
C 0.03040 0.65793 -3.92869  -0.438
C 1.37640 -3.10007 -1.54369  -0.730
C -0.07260 3.06193 -0.00869  -0.477
C -1.82860 0.73393 4.01131  -0.639
H -0.07360 -1.40507 1.61631  0.270
H -0.87260 1.11093 -4.56069  0.189
H -0.19160 4.25093 0.48031  0.218
H 3.75340 0.52193 -0.10769  0.361
H -2.43860 1.75993 4.01331  0.257
H -0.37160 -0.10007 -3.22569  0.138
H -2.83860 0.63293 -0.57769  0.236
H 4.19040 0.61493 1.64131  0.306
H 1.84140 -0.64107 0.81331  0.333
H -1.22760 -2.27907 2.47531  0.435
H -3.85160 -0.58007 -0.75869  0.400
H 1.80940 -4.20807 -1.64669  0.233
H 2.67840 1.13193 0.89931  0.107
H -0.79360 3.13393 -1.02069  0.231
H -0.84360 1.17993 2.51931  0.440
H 1.15440 2.86693 -0.16569  0.171
H -0.10560 -1.46507 3.35431  0.428
H 0.41540 -3.18707 -2.09069  0.302
H -1.62260 0.35293 5.15431  0.209
H 2.23640 -2.67207 -2.06569  0.290
H 0.77840 -2.08007 -0.14369  0.575
H 1.45540 1.79593 -3.82469  0.256
H 0.69140 0.07593 -4.76669  0.277
H 0.61740 -0.15107 -0.54569  0.234
H -2.36160 -0.03907 3.49631  0.300
H -1.19360 -0.77007 -0.54269  0.450
H -3.32060 0.09793 -2.13669  0.261
H -0.57060 1.20693 0.31731  0.177

*4*
The following is a quantum chemistry calculation of a 8-piece molecular cluster, C6H28O8 overall, from OMol25.

- E_HOMO: -9.74 eV
- Structure (SMILES): CC(C)O.CC(C)O.O.O.O.O.O.O

Last column: Mulliken charge in e.
Cartesian coordinates (Å):
O 3.62901 8.87668 17.06608  -0.687
O 5.52300 2.77942 9.90202  -0.557
O 6.99131 8.08913 11.83920  -0.597
O 6.26703 9.76267 16.26108  -0.657
O 5.30948 4.11861 14.54000  -0.641
O 2.99904 7.55171 14.70146  -0.683
O 5.89053 7.00366 14.12851  -0.555
O 9.08200 10.19189 16.16423  -0.587
C 6.60632 4.70432 10.74361  -1.238
C 6.81202 3.37890 10.05402  0.417
C 7.35717 3.54449 8.61084  -1.157
C 9.69663 9.40955 15.13466  0.688
C 9.47324 7.94473 15.49454  -1.122
C 11.19537 9.71984 15.13166  -1.448
H 9.27349 9.65595 14.15957  0.113
H 6.01760 4.59678 11.66312  0.273
H 7.40158 2.52621 8.22011  0.320
H 3.52218 9.74793 17.45884  0.277
H 6.75939 4.17124 7.95474  0.301
H 6.73511 8.96245 12.16214  0.265
H 10.18636 7.59622 16.24076  0.311
H 7.23943 9.65504 16.22590  0.358
H 7.55181 5.13779 11.07794  0.364
H 6.37308 7.52511 14.77709  0.229
H 5.99480 5.47250 10.26439  0.362
H 5.47644 5.05828 14.36178  0.413
H 11.38854 10.76769 14.89209  0.401
H 11.57310 9.59512 16.15011  0.367
H 3.76658 7.12804 14.30111  0.372
H 11.79053 9.05392 14.50904  0.354
H 5.62747 1.82731 9.82322  0.323
H 8.48710 7.83644 15.95737  0.261
H 9.43049 7.21573 14.68595  0.331
H 7.47092 2.74494 10.65058  0.242
H 6.42317 7.05942 13.31400  0.363
H 8.37246 3.95266 8.62633  0.332
H 5.89669 3.90095 15.26978  0.286
H 9.37244 11.10820 16.14368  0.311
H 6.13868 10.57909 16.75435  0.250
H 4.55801 8.86317 16.75654  0.425
H 3.35713 8.05597 15.46170  0.346
H 7.32215 8.24243 10.94718  0.274

Stability check: which of them is least stable? *3*.

*1*
The following is a quantum chemistry calculation of a 2-piece molecular cluster, C5H14 overall, from OMol25.

- E_HOMO: -10.29 eV
- Structure (SMILES): CCC.CC

Last column: Mulliken charge in e.
Cartesian coordinates (Å):
C 0.93737 -0.43671 -0.51969  0.500
C -1.31935 0.80826 1.92963  -0.867
C -2.33800 0.19862 0.96173  -0.716
C 0.47716 -0.04663 -1.95211  -1.032
C 2.38665 -0.68176 -0.63275  -1.445
H 0.32182 -1.21574 0.04772  0.357
H 2.85944 0.35725 -0.74826  0.303
H -0.27850 0.38854 1.83887  0.240
H -1.50337 0.77067 3.00405  0.371
H -3.24432 -0.04654 1.60822  0.244
H -0.27418 -0.77658 -2.30457  0.231
H -1.95156 -0.67492 0.53516  0.222
H 2.75303 -1.17799 0.30669  0.329
H 0.58298 0.33222 0.32744  -0.306
H 2.90360 -1.35393 -1.31848  0.375
H -1.21503 1.79186 1.63158  0.297
H -2.59089 0.75035 -0.01317  0.279
H 1.43632 0.00652 -2.60351  0.343
H 0.05684 1.00652 -2.09856  0.275

*2*
The following is a quantum chemistry calculation of a 2-piece molecular cluster, C5H14 overall, from OMol25.

- E_HOMO: -11.20 eV
- Structure (SMILES): CCC.CC

Last column: Mulliken charge in e.
Cartesian coordinates (Å):
C 1.51307 1.13047 0.20893  -0.207
C 1.45027 -0.36385 0.03040  -1.216
C -2.16772 -2.07859 0.38033  -0.915
C -2.31041 -0.58401 0.46204  -0.696
C 1.67964 2.00125 -1.07010  -1.091
H 2.68781 2.34058 -1.23034  0.329
H 0.95860 2.81663 -1.00801  0.278
H -2.54154 -2.52422 -0.54049  0.284
H 2.30330 -0.91180 -0.36928  0.399
H -2.66849 -2.61082 1.19821  0.321
H 2.41719 1.29804 0.80817  0.279
H -1.64897 -0.03617 -0.21356  0.167
H 1.31869 1.43262 -1.92696  0.310
H 0.68487 1.52248 0.79668  0.297
H -1.16332 -2.50156 0.46147  0.272
H 1.25813 -0.79360 1.00895  0.339
H -2.23098 -0.21548 1.48011  0.254
H 0.59707 -0.79414 -0.49434  0.276
H -3.29076 -0.30365 0.07010  0.322

Stability check: which of them is least stable? *1*.